(1)
Computed, not measured: a single C5H5N molecule in a non-equilibrium geometry, with the ωB97M-V functional and the def2-TZVPD basis.

Energy above the lowest of the compared OMol25 structures with the same formula, charge and spin, kJ/mol: 524.33
Calculated total energy, eV: -6750.474
Orbital gap (alpha / beta), eV: 7.9 / 7.5

Cartesian coordinates (Å):
C: 1.402 0.124 0.477
C: -0.048 -0.234 0.282
C: -0.739 0.039 -0.910
C: -1.038 0.155 -2.146
C: -0.737 -0.871 1.362
N: -1.257 -1.401 2.256
H: 1.732 0.816 -0.301
H: 1.592 0.570 1.458
H: 2.007 -0.790 0.402
H: -1.366 0.670 -0.168
H: -1.549 0.921 -2.712

Cartesian forces, eV/Å:
C 0.0 0.0 0.0
C 0.7 -0.8 0.5
C -0.6 0.5 0.2
C 0.3 0.1 0.1
C -0.3 -0.3 0.4
N 0.5 0.5 -0.8
H -0.1 -0.1 0.1
H -0.1 -0.1 -0.1
H -0.1 0.1 0.0
H -0.4 0.3 -0.5
H 0.0 -0.2 0.1



(2)
Computed, not measured: 7 unconnected molecules or ions with the total composition C24H68N6O7 in a non-equilibrium geometry, with the ωB97M-V functional and the def2-TZVPD basis.

Energy above the lowest of the compared OMol25 structures with the same formula, charge and spin, kJ/mol: 405.41
SMILES: COC[C@H](C)N.COC[C@H](C)N.COC[C@H](C)N.COC[C@H](C)N.COC[C@H](C)N.COC[C@H](C)N.O
Calculated total energy, eV: -49257.588
Orbital gap, eV: 9.2

Cartesian coordinates (Å):
C: -4.581 -1.660 4.415
O: -3.600 -2.512 3.847
C: -3.853 -3.078 2.570
C: -2.570 -3.879 2.205
C: -1.564 -2.978 1.377
N: -2.807 -5.029 1.373
H: -4.239 -1.222 5.352
H: -5.494 -2.231 4.583
H: -4.840 -0.762 3.855
H: -4.657 -3.814 2.583
H: -4.095 -2.360 1.786
H: -2.091 -4.237 3.117
H: -0.642 -3.559 1.339
H: -1.202 -2.025 1.761
H: -1.920 -2.918 0.349
H: -2.109 -5.277 0.686
H: -3.700 -4.870 0.929
C: -3.780 1.552 6.234
O: -3.860 1.673 4.833
C: -2.673 1.962 4.010
C: -1.919 0.637 3.518
C: -1.176 -0.157 4.547
N: -0.971 0.921 2.462
H: -3.764 2.434 6.875
H: -2.956 0.917 6.558
H: -4.758 1.139 6.485
H: -3.058 2.380 3.080
H: -1.963 2.673 4.432
H: -2.576 -0.087 3.034
H: -0.472 0.436 5.132
H: -0.626 -1.006 4.140
H: -1.899 -0.570 5.250
H: -0.405 1.700 2.767
H: -1.636 1.321 1.815
C: -2.865 0.468 -0.648
O: -2.226 1.678 -0.537
C: -2.863 2.867 -0.235
C: -1.887 4.098 -0.435
C: -1.774 4.357 -1.836
N: -0.550 3.680 0.005
H: -3.304 0.203 -1.610
H: -3.510 0.302 0.214
H: -2.091 -0.276 -0.461
H: -3.810 2.987 -0.761
H: -3.090 2.901 0.830
H: -2.101 5.008 0.125
H: -2.743 4.725 -2.171
H: -1.522 3.443 -2.374
H: -1.063 5.130 -2.128
H: -0.602 2.685 -0.160
H: 0.214 3.937 -0.603
C: 5.725 -2.710 -3.558
O: 5.893 -1.567 -2.749
C: 4.964 -1.570 -1.606
C: 5.455 -0.325 -0.814
C: 6.772 -0.387 -0.056
N: 4.416 0.028 0.148
H: 4.989 -2.480 -4.328
H: 5.519 -3.614 -2.985
H: 6.675 -2.866 -4.068
H: 3.906 -1.446 -1.838
H: 4.932 -2.468 -0.990
H: 5.570 0.605 -1.372
H: 7.593 -0.519 -0.761
H: 6.688 -1.208 0.656
H: 6.946 0.571 0.433
H: 4.665 0.917 0.558
H: 3.680 0.147 -0.533
C: 2.106 5.996 -1.389
O: 1.752 4.637 -1.710
C: 2.752 3.981 -2.497
C: 2.488 2.476 -2.589
C: 1.179 2.047 -3.261
N: 2.357 2.078 -1.198
H: 2.372 6.568 -2.278
H: 2.975 5.879 -0.741
H: 1.352 6.583 -0.866
H: 2.856 4.395 -3.500
H: 3.741 4.123 -2.062
H: 3.364 2.015 -3.046
H: 1.289 2.084 -4.345
H: 0.287 2.645 -3.076
H: 0.972 0.989 -3.097
H: 1.543 1.481 -1.169
H: 2.065 2.982 -0.856
C: -2.489 -3.198 -4.145
O: -1.097 -3.060 -4.076
C: -0.620 -3.560 -2.838
C: 0.829 -3.075 -2.669
C: 1.543 -3.912 -1.515
N: 0.952 -1.692 -2.336
H: -2.833 -2.580 -3.316
H: -2.773 -4.218 -3.885
H: -2.940 -2.859 -5.078
H: -1.262 -3.081 -2.100
H: -0.785 -4.625 -2.676
H: 1.420 -3.318 -3.553
H: 2.339 -3.291 -1.104
H: 2.028 -4.778 -1.965
H: 0.908 -4.358 -0.749
H: 0.026 -1.358 -2.562
H: 1.041 -1.647 -1.331
O: 0.646 -0.557 0.630
H: 1.476 -0.252 0.996
H: -0.003 -0.355 1.305

Cartesian forces, eV/Å:
C -0.5 -0.1 -0.2
O 0.2 0.6 -0.2
C 0.8 -1.2 0.4
C 1.6 1.9 -0.9
C 0.3 -1.0 0.9
N -1.8 -0.7 0.2
H 0.4 -0.6 0.1
H -0.2 0.0 0.2
H 0.1 -0.1 -0.7
H -0.5 0.0 0.4
H 0.1 0.4 0.0
H -0.1 0.4 0.2
H 0.2 -0.1 -0.2
H -0.7 0.1 0.2
H -0.2 0.4 0.0
H 0.1 0.4 0.1
H 0.0 -0.5 -0.5
C -0.3 -0.5 0.2
O 1.3 1.0 -1.1
C -0.6 -2.3 0.0
C 0.2 -0.3 0.9
C -0.4 -0.3 1.5
N -0.9 0.9 -0.3
H 0.4 0.8 -0.6
H -0.1 -0.3 0.0
H 0.2 -0.6 0.2
H -0.2 0.3 0.2
H 0.0 0.0 0.4
H -0.8 0.3 0.3
H 0.1 0.2 0.0
H -0.1 0.1 -0.3
H 0.1 -0.1 0.2
H 0.5 0.3 -0.2
H 0.7 0.4 -1.3
C 0.2 -1.4 1.1
O 1.7 0.8 -1.0
C -0.4 1.6 1.4
C 1.4 -1.3 1.1
C -1.1 1.2 -3.2
N 0.0 -1.3 1.4
H -0.4 0.5 -0.1
H -0.8 0.1 -0.2
H 0.3 -0.1 -0.3
H 0.0 0.2 -0.3
H -0.4 -0.3 0.4
H -0.9 -0.3 0.2
H -0.2 0.0 -0.6
H -0.1 0.0 -0.1
H 0.2 0.0 0.3
H 0.6 -0.5 0.4
H -0.3 0.8 -0.3
C 0.7 0.5 -0.5
O -1.5 -1.0 1.6
C 1.9 2.2 -0.3
C 0.3 0.6 1.2
C -0.1 -0.8 -0.7
N -0.4 -1.3 -0.2
H -0.4 -0.5 0.0
H -0.3 0.0 0.0
H 0.1 -0.1 -0.1
H -0.1 0.4 -0.9
H 0.9 -0.3 0.0
H 0.0 -0.5 -1.5
H 0.1 -0.3 0.1
H 0.5 0.1 0.2
H -0.1 -0.1 0.2
H -0.4 0.2 -0.1
H -1.0 0.9 0.9
C 0.9 -0.7 0.0
O -0.3 0.6 -0.7
C 0.3 0.1 -1.0
C -1.1 0.2 0.4
C 0.5 0.1 -2.0
N 0.3 0.0 0.4
H 0.1 -0.1 -0.2
H 0.2 0.6 0.1
H -0.4 -0.8 0.0
H -0.5 0.4 -0.2
H 0.1 0.0 0.5
H -0.1 -0.1 -0.3
H 0.1 0.2 -0.3
H 0.3 0.1 0.6
H 0.1 0.0 0.4
H 0.0 -0.3 0.6
H -0.3 -0.5 1.5
C 0.0 0.2 1.1
O 0.6 -0.6 -0.9
C 0.3 1.2 -0.2
C 0.9 -2.9 1.6
C -0.1 -0.1 -1.4
N -0.6 0.5 -0.2
H -0.9 0.2 0.0
H -0.2 -0.3 -0.4
H 0.5 -0.1 0.0
H 0.1 0.2 0.8
H 0.3 -0.4 -0.6
H -0.3 0.1 -0.4
H -0.1 -0.1 0.3
H 0.1 -0.1 -0.1
H -0.3 0.6 0.2
H 0.0 1.1 0.1
H -0.2 0.5 0.3
O 0.4 -0.5 -0.9
H 0.4 0.1 0.1
H -0.4 0.5 0.6



Question: The highest calculated total energy belongs to which entry?
Answer: C5H5N